[1]
{
  "formula": "C6H10IN3O4Pt",
  "method": "wB97M-V/def2-TZVPD",
  "gap_ev": [7.49, 7.34],
  "charge": 0,
  "e_lumo_ev": [-1.3, -1.3],
  "species": ["Pt", "N", "C", "C", "O", "N", "C", "C", "O", "O", "H", "H", "H", "H", "H", "H", "N", "C", "O", "C", "I", "H", "H", "H", "H"],
  "coordinates": [[-0.34873, -1.44442, -1.01242], [1.85537, -1.81662, -0.67472], [2.05257, -2.01112, 0.77478], [0.83907, -1.62152, 1.66508], [0.80587, -1.98292, 2.82908], [-0.06433, -0.86272, 1.04388], [-1.33443, -0.58602, 1.65558], [-2.43453, -0.56542, 0.53578], [-3.24853, 0.34558, 0.53958], [-2.37203, -1.49472, -0.33352], [2.28877, -2.57242, -1.19862], [2.25897, -0.93582, -0.97792], [2.92747, -1.45992, 1.13218], [2.21417, -3.07142, 0.97288], [-1.33403, 0.39588, 2.13968], [-1.58313, -1.35662, 2.39858], [-1.58073, 2.01308, -1.04712], [-0.39623, 1.72098, -1.57342], [-0.08873, 0.64688, -2.09282], [0.61357, 2.84968, -1.58362], [1.29787, 3.26428, 0.41788], [-2.29853, 1.31098, -0.87382], [-1.73693, 2.90438, -0.60222], [0.18267, 3.77048, -1.96952], [1.48457, 2.55948, -2.16512]]
}



[2]
{
  "formula": "C20H31N7OPtS",
  "method": "wB97M-V/def2-TZVPD",
  "gap_ev": [7.83, 6.83],
  "spin_multiplicity": 3,
  "charge": 2,
  "e_lumo_ev": [-5.5, -6.7],
  "species": ["Pt", "C", "C", "N", "C", "C", "C", "S", "N", "C", "O", "C", "C", "C", "C", "C", "C", "H", "H", "H", "H", "H", "H", "H", "H", "H", "H", "H", "H", "H", "H", "H", "N", "C", "C", "N", "C", "C", "H", "H", "H", "H", "H", "H", "H", "H", "H", "H", "H", "N", "C", "C", "N", "C", "C", "N", "H", "H", "H", "H", "H"],
  "coordinates": [[-0.28836, 1.78656, 0.24120], [2.21755, -3.96443, 1.16112], [3.10372, -2.68959, 1.14905], [2.35927, -1.51568, 1.70356], [2.68860, -1.20010, 3.10105], [1.88606, -2.03614, 4.08922], [1.45268, -0.89311, 1.00598], [0.50577, 0.28732, 1.90165], [1.26338, -1.28924, -0.28601], [0.29542, -0.94633, -1.14402], [-0.43442, 0.08821, -1.10135], [0.08761, -1.83493, -2.35030], [0.72287, -3.07708, -2.43335], [0.53370, -3.89719, -3.52784], [-0.31105, -3.47074, -4.56170], [-1.02948, -2.26252, -4.44987], [-0.79000, -1.42086, -3.37025], [2.75334, -4.81525, 0.68489], [1.30717, -3.79656, 0.58054], [1.91561, -4.23903, 2.15302], [3.34429, -2.45284, 0.11157], [3.98197, -2.83101, 1.74674], [2.52438, -0.13933, 3.23459], [3.76389, -1.40454, 3.17717], [0.80532, -1.90786, 3.89174], [2.13019, -1.70907, 5.11641], [2.19369, -3.05994, 3.97871], [1.38832, -3.35338, -1.61862], [1.06706, -4.83301, -3.60168], [-0.44344, -4.07284, -5.42729], [-1.71789, -2.02524, -5.25338], [-1.28986, -0.48864, -3.31798], [-5.07013, 1.03398, 1.28750], [-4.25274, 1.96941, 2.09005], [-3.02387, 2.36757, 1.31862], [-2.21537, 1.17670, 0.98061], [-3.03557, 0.23365, 0.18285], [-4.24654, -0.17279, 0.95937], [-5.36494, 1.47966, 0.40348], [-5.92588, 0.82179, 1.74657], [-3.96650, 1.45383, 2.99578], [-4.82985, 2.87413, 2.38354], [-2.43255, 3.02451, 1.92770], [-3.30667, 2.89316, 0.39318], [-1.92912, 0.69100, 1.84960], [-2.46781, -0.66479, -0.03434], [-3.25456, 0.68056, -0.81597], [-3.92249, -0.65321, 1.88169], [-4.84336, -0.86284, 0.35665], [3.17122, 5.97152, -0.60673], [2.53026, 4.90886, -1.09182], [1.63367, 4.11923, -0.25596], [1.09409, 3.02538, -0.78682], [1.35743, 2.69691, -2.06495], [2.13818, 3.52363, -2.87152], [2.73281, 4.62846, -2.36998], [3.15433, 6.19434, 0.35944], [3.71869, 6.57226, -1.20666], [1.33120, 4.44414, 0.74549], [0.90031, 1.79670, -2.44832], [2.33839, 3.23665, -3.89362]]
}



[3]
{
  "formula": "C21H34N2O4",
  "method": "wB97M-V/def2-TZVPD",
  "smiles": "CCCOc1ccc(C(NC(=O)CC(C)C)NC(=O)CC(C)C)cc1OC",
  "gap_ev": 8.58,
  "charge": 0,
  "e_lumo_ev": 0.6,
  "species": ["C", "C", "C", "O", "C", "C", "C", "C", "C", "N", "C", "O", "C", "C", "C", "C", "N", "C", "O", "C", "C", "C", "C", "C", "C", "O", "C", "H", "H", "H", "H", "H", "H", "H", "H", "H", "H", "H", "H", "H", "H", "H", "H", "H", "H", "H", "H", "H", "H", "H", "H", "H", "H", "H", "H", "H", "H", "H", "H", "H", "H"],
  "coordinates": [[-1.93608, 1.80220, -3.99673], [-3.20105, 1.05237, -4.39681], [-3.18294, -0.43395, -4.02260], [-3.34425, -0.64535, -2.63539], [-2.27832, -0.69132, -1.79421], [-0.94599, -0.80361, -2.14938], [0.05081, -0.86618, -1.18557], [-0.26850, -0.82007, 0.15513], [0.78171, -0.85759, 1.24637], [2.11415, -0.74176, 0.72259], [3.13592, -1.51384, 1.16688], [2.96666, -2.43431, 1.94020], [4.48579, -1.17043, 0.57069], [4.94301, -2.28212, -0.38645], [6.36468, -2.00918, -0.86923], [3.98678, -2.39661, -1.57075], [0.52583, 0.21423, 2.21080], [0.70525, 1.51397, 1.87878], [1.11572, 1.85421, 0.78625], [0.34562, 2.50904, 2.96443], [-0.73979, 3.46984, 2.45677], [-1.00531, 4.56365, 3.48650], [-2.02052, 2.70137, 2.14053], [-1.60916, -0.73023, 0.52978], [-2.61166, -0.66442, -0.41847], [-3.94259, -0.56988, -0.14377], [-4.35107, -0.56417, 1.20013], [-1.06348, 1.37803, -4.48904], [-1.78188, 1.75876, -2.92144], [-2.01603, 2.84702, -4.28822], [-4.06451, 1.50960, -3.91034], [-3.34243, 1.12391, -5.47741], [-2.28111, -0.92026, -4.40758], [-4.05280, -0.92354, -4.47297], [-0.65531, -0.83625, -3.18668], [1.07757, -0.95356, -1.50069], [0.73915, -1.81047, 1.78974], [2.28064, 0.11185, 0.20708], [5.20218, -1.09390, 1.39083], [4.44619, -0.21567, 0.04470], [4.92872, -3.22559, 0.16843], [6.40643, -1.06882, -1.41560], [7.05360, -1.95033, -0.02988], [6.69922, -2.80464, -1.53097], [2.98572, -2.65161, -1.23067], [4.32297, -3.17327, -2.25404], [3.94270, -1.45599, -2.11746], [0.27950, -0.03588, 3.15323], [0.00510, 2.00036, 3.86785], [1.24434, 3.08171, 3.20324], [-0.37098, 3.92640, 1.53314], [-1.36466, 4.13088, 4.41842], [-1.75931, 5.25490, 3.11783], [-0.09860, 5.12635, 3.69574], [-1.83681, 1.96228, 1.36329], [-2.38980, 2.19436, 3.03157], [-2.79340, 3.38145, 1.78966], [-1.85344, -0.70841, 1.58009], [-4.05126, -1.48182, 1.71766], [-5.43813, -0.50591, 1.17500], [-3.95623, 0.30394, 1.73881]]
}



[4]
{
  "formula": "C4H4N2S",
  "method": "wB97M-V/def2-TZVPD",
  "smiles": "[H]/N=C1\\C=CNC1=S",
  "gap_ev": 7.72,
  "charge": 0,
  "e_lumo_ev": -0.9,
  "species": ["H", "N", "C", "C", "C", "N", "C", "S", "H", "H", "H"],
  "coordinates": [[-0.53590, 2.63535, -0.02641], [0.35494, 2.17848, 0.04315], [0.15288, 0.93839, 0.01506], [-1.10432, 0.21194, -0.08428], [-0.86249, -1.10172, -0.01422], [0.50144, -1.29610, 0.06328], [1.21911, -0.14270, 0.01674], [2.82941, 0.02473, -0.03570], [-2.05200, 0.68748, 0.00092], [-1.49800, -1.93996, -0.12336], [0.99493, -2.19590, 0.14483]]
}



[5]
{
  "formula": "C4H12N3O",
  "method": "wB97M-V/def2-TZVPD",
  "gap_ev": 9.25,
  "charge": 1,
  "e_lumo_ev": -3.7,
  "species": ["O", "C", "C", "N", "H", "H", "H", "H", "H", "C", "N", "C", "N", "H", "H", "H", "H", "H", "H", "H"],
  "coordinates": [[-0.81846, 2.30849, -2.97539], [-1.58167, 1.82345, -2.15063], [-1.15953, 0.75134, -1.13914], [-1.86715, 0.95418, 0.13384], [-2.65974, 2.12592, -2.12466], [-1.40505, -0.20568, -1.60278], [-0.03405, 0.80313, -1.08494], [-1.95061, 0.11172, 0.69060], [-1.45509, 1.71435, 0.71130], [0.35215, -1.95615, -0.22688], [2.15522, 0.24943, 2.14787], [1.75907, -0.79690, 1.41951], [0.68709, -0.84080, 0.66813], [-0.69895, -2.26412, -0.05668], [1.02923, -2.78740, 0.00970], [0.46170, -1.62355, -1.27606], [1.67263, 1.12804, 2.11492], [3.06137, 0.19577, 2.65797], [2.40025, -1.68972, 1.48505], [0.05159, -0.00148, 0.59826]]
}



[6]
{
  "formula": "C21H22ClN3O3",
  "method": "wB97M-V/def2-TZVPD",
  "smiles": "CC(C)(C)c1ccc(C(=O)OCCNC(=O)c2c(Cl)nc3ccccn23)cc1",
  "gap_ev": 8.91,
  "charge": 0,
  "e_lumo_ev": 0.5,
  "species": ["C", "C", "C", "C", "C", "C", "C", "C", "C", "O", "O", "C", "C", "N", "C", "O", "C", "C", "Cl", "N", "C", "C", "C", "C", "C", "N", "C", "C", "H", "H", "H", "H", "H", "H", "H", "H", "H", "H", "H", "H", "H", "H", "H", "H", "H", "H", "H", "H", "H", "H"],
  "coordinates": [[3.68825, 1.99201, 2.38029], [2.64116, 2.53083, 1.39541], [1.42628, 3.07161, 2.16351], [3.27252, 3.68747, 0.61570], [2.16606, 1.40391, 0.49541], [2.22692, 1.46946, -0.89363], [1.71697, 0.45771, -1.68439], [1.14024, -0.66417, -1.09883], [0.44269, -1.70160, -1.88183], [-0.09582, -2.66580, -1.39017], [0.41059, -1.42276, -3.20227], [-0.57087, -2.10927, -3.96950], [-1.81699, -1.20474, -4.09618], [-2.10743, -0.58298, -2.82557], [-2.66271, -1.31447, -1.82006], [-3.28835, -2.33862, -2.02708], [-2.44525, -0.76932, -0.47344], [-1.87970, 0.40997, 0.01265], [-1.34309, 1.75876, -0.87223], [-1.79071, 0.42707, 1.34327], [-2.27829, -0.74349, 1.74354], [-2.40231, -1.25814, 3.03801], [-2.92742, -2.51177, 3.19769], [-3.32859, -3.25931, 2.07438], [-3.20755, -2.74407, 0.81804], [-2.69510, -1.50397, 0.66183], [1.11151, -0.76023, 0.29149], [1.61135, 0.25987, 1.06954], [4.53135, 1.56743, 1.83897], [4.05488, 2.79907, 3.01083], [3.27299, 1.22232, 3.02411], [0.95466, 2.29463, 2.75809], [1.73126, 3.87847, 2.82645], [0.68433, 3.45726, 1.46789], [3.60118, 4.45552, 1.31281], [2.55533, 4.14032, -0.06475], [4.14008, 3.35265, 0.05137], [2.65803, 2.32784, -1.38206], [1.75072, 0.53902, -2.75992], [-0.13586, -2.32332, -4.94634], [-0.83564, -3.03974, -3.45757], [-1.64648, -0.41640, -4.83031], [-2.67320, -1.81379, -4.39104], [-1.53668, 0.21281, -2.57660], [-2.07725, -0.65090, 3.86574], [-3.03410, -2.93602, 4.18368], [-3.73565, -4.24864, 2.20264], [-3.48980, -3.26386, -0.08402], [0.66912, -1.63650, 0.74223], [1.54635, 0.16785, 2.14223]]
}



[7]
{
  "formula": "C4H4N2O",
  "method": "wB97M-V/def2-TZVPD",
  "gap_ev": [6.75, 6.78],
  "charge": 0,
  "e_lumo_ev": [-1.3, -1.3],
  "species": ["C", "C", "C", "C", "N", "N", "O", "H", "H", "H", "H"],
  "coordinates": [[0.60166, 0.87633, -0.23628], [-0.39687, 0.20509, -0.87396], [0.93372, 0.29271, 0.95666], [-0.47159, -1.48451, 0.66041], [0.20337, -0.66904, 1.49154], [1.80829, -1.97299, -0.77226], [-0.63738, -1.05886, -0.55548], [1.03672, 1.83630, -0.57891], [-0.66809, 0.50745, -1.88001], [1.69667, 0.71964, 1.50791], [2.07910, -2.60655, -1.51192]]
}